Record 1
# C13H14N4O4PRuS2

A structure of composition C13H14N4O4PRuS2 (ωB97M-V/def2-TZVPD, the Open Molecules 2025 dataset).

XYZ file:
```
39
C13H14N4O4PRuS2, DFT ωB97M-V/def2-TZVPD
Ru -0.42721 0.02194 -0.02633
C -1.84259 0.00943 3.57964
C -0.39885 -0.00812 3.23568
N 0.14098 -0.01086 2.02490
C 1.50694 -0.03296 2.18171
C 1.80694 -0.04344 3.50448
N 0.59422 -0.02749 4.14349
C 3.05266 -0.06751 4.32721
O 4.20338 -0.08193 3.68268
O 2.94401 -0.07183 5.52277
C 2.32631 -0.04124 0.96244
O 3.53365 -0.05737 0.96889
O 1.58473 -0.02271 -0.14004
H -2.43926 0.02046 2.67104
H -2.08917 0.89272 4.16905
H -2.11153 -0.87243 4.16140
H 0.51583 -0.03233 5.15301
H 4.08721 -0.07609 2.70141
S -2.04487 -1.40769 -0.05386
C -3.51755 -0.64948 -0.13800
C -4.72862 -1.41024 -0.22965
N -5.69351 -2.02994 -0.29361
C -3.50391 0.75739 -0.10434
S -2.01636 1.48165 0.00815
C -4.70004 1.54481 -0.16043
N -5.65245 2.18560 -0.19770
C 0.68310 -1.54047 -2.85557
P -0.09360 0.00337 -2.34213
C -1.56187 0.19241 -3.37629
C 1.03686 1.31367 -2.84223
H 0.88308 -1.51708 -3.92754
H 0.03616 -2.38846 -2.63190
H 1.62322 -1.65866 -2.31695
H -1.27290 0.13350 -4.42643
H -2.02968 1.15935 -3.19315
H -2.28231 -0.59858 -3.16659
H 1.21008 1.26045 -3.91778
H 1.97754 1.18819 -2.31001
H 0.61872 2.28934 -2.59497
```

The spin multiplicity is 1. As for the highest occupied orbital energy: -13.26 eV. The value obtained for the energy relative to the best compared isomer or geometry (same formula, charge and spin) is 0.00 kJ/mol. As for the frontier orbital gap: 6.816 eV. The net charge is +1.

Record 2
# C3H8NO

A cluster of 2 separate species, C3H8NO in total (ωB97M-V/def2-TZVPD, the Open Molecules 2025 dataset).

XYZ file:
```
13
C3H8NO, DFT ωB97M-V/def2-TZVPD
C 0.65139 0.66346 0.14739
C 0.83930 -0.23308 -1.10995
C -1.14395 -1.48815 0.98573
N 0.03793 1.78529 0.03222
O -1.05229 -0.45723 0.41519
H -0.73086 1.90563 -0.62965
H -1.54278 -1.46661 2.02580
H 1.28781 0.61299 0.95918
H 1.88572 -0.37826 -1.18318
H 0.40318 0.34508 -1.97289
H -1.06150 -2.61966 0.81089
H 0.47239 -1.27696 -1.13950
H -0.04634 2.60749 0.65876
```

The spin multiplicity is 1. As for the highest occupied orbital energy: -14.63 eV. The value obtained for the energy relative to the best compared isomer or geometry (same formula, charge and spin) is 220.62 kJ/mol. As for the frontier orbital gap: 9.739 eV. The net charge is +1.

Record 3
# C41H58GeIrNPSeSi3

A structure of composition C41H58GeIrNPSeSi3 (ωB97M-V/def2-TZVPD, the Open Molecules 2025 dataset).

XYZ file:
```
107
C41H58GeIrNPSeSi3, DFT ωB97M-V/def2-TZVPD
Ir -0.46547 1.48329 -0.03782
C 5.34264 -0.82561 0.97193
C 4.86918 -1.25904 -0.25620
C 3.74479 -0.66788 -0.82410
C 3.08357 0.36864 -0.16313
C 3.57883 0.80580 1.07173
C 4.69326 0.20963 1.63790
P 1.71217 1.34758 -0.88426
C 1.56929 0.85093 -2.62110
C 1.61311 1.81599 -3.62760
C 1.36972 1.46177 -4.94662
C 1.06984 0.14784 -5.27432
C 1.01243 -0.81808 -4.27842
C 1.25595 -0.46588 -2.96136
C 2.34711 3.02054 -0.81374
C 3.49602 3.51618 -1.37699
C 3.89648 4.82875 -1.07045
C 3.18193 5.57689 -0.17017
C 2.02151 5.06871 0.45717
C 1.31144 5.77666 1.45909
C 0.24610 5.18996 2.06978
C -0.20591 3.90106 1.68137
C 0.40385 3.20446 0.67501
C 1.57715 3.77791 0.09154
H 6.23299 -1.26907 1.39832
H 5.39488 -2.03550 -0.79747
H 3.42928 -0.97657 -1.81092
H 3.11336 1.65028 1.56895
H 5.07947 0.57417 2.58070
H 1.83686 2.84634 -3.38317
H 1.41581 2.21660 -5.71995
H 0.87953 -0.12389 -6.30370
H 0.77291 -1.84296 -4.52973
H 1.19269 -1.22603 -2.19343
H 4.09754 2.90783 -2.04262
H 4.78612 5.23735 -1.52939
H 3.51401 6.57528 0.08645
H 1.63875 6.76848 1.74337
H -0.28456 5.71149 2.85562
H -1.06772 3.49895 2.19197
C -2.27897 -1.82167 1.50632
Si -2.68665 -0.98445 -0.13848
C -4.45483 -1.43079 -0.55746
C -1.53996 -1.87421 -1.34027
C -2.50028 0.90254 -0.15235
Si -2.89402 1.72263 -1.78476
C -1.40640 2.90167 -1.92587
C -4.50385 2.65188 -1.87862
C -2.71792 0.63491 -3.30006
Si -3.17814 1.57481 1.43064
C -4.74575 0.84237 2.13806
C -3.45908 3.42675 1.46885
C -1.70631 1.03849 2.54509
C -1.77572 0.79754 3.91189
C -0.67726 0.32733 4.60886
C 0.49910 0.09929 3.91050
C 0.53010 0.36103 2.55709
N -0.53548 0.81289 1.88513
H -2.49938 -2.88597 1.37854
H -2.87382 -1.47896 2.35125
H -1.22613 -1.73311 1.78453
H -4.52973 -2.50436 -0.74925
H -4.81824 -0.91500 -1.44685
H -5.13698 -1.19524 0.26064
H -1.58611 -2.94967 -1.14225
H -0.51291 -1.53522 -1.19108
H -1.78861 -1.71893 -2.38887
H -1.49335 3.84113 -1.38287
H -1.18655 3.10701 -2.97739
H -0.37978 2.45471 -1.68890
H -4.57636 3.45122 -1.14143
H -5.34419 1.97081 -1.72049
H -4.63033 3.09760 -2.86741
H -1.69243 0.27484 -3.41529
H -2.94383 1.25128 -4.17459
H -3.39268 -0.22036 -3.32825
H -5.57024 1.02036 1.44327
H -5.00481 1.36084 3.06535
H -4.71049 -0.22515 2.34739
H -2.80287 3.98791 0.80408
H -3.33976 3.82716 2.47839
H -4.49224 3.62428 1.17637
H -2.71060 0.98071 4.42583
H -0.73191 0.14492 5.67379
H 1.39110 -0.25011 4.41234
H 1.43242 0.23336 1.97846
C -1.18010 -5.57549 -0.34317
Ge 0.58257 -5.79630 0.43495
C 0.52566 -5.79690 2.37850
C 1.61276 -7.25765 -0.31232
C 1.69496 -4.15328 -0.21088
Se 1.38677 -2.59051 0.76661
C 2.67421 -2.83582 2.17571
H -1.71911 -6.51925 -0.25214
H -1.12345 -5.32181 -1.40107
H -1.74954 -4.80865 0.18111
H -0.12381 -6.61608 2.69055
H 0.09964 -4.87576 2.77874
H 1.50633 -5.97350 2.81957
H 1.11698 -8.19936 -0.07482
H 2.61628 -7.28429 0.11036
H 1.68416 -7.17383 -1.39590
H 1.37753 -3.98481 -1.23957
H 2.74397 -4.44168 -0.15319
H 2.40261 -3.72936 2.73358
H 2.63761 -1.95774 2.81402
H 3.65926 -2.93585 1.72523
```

The spin multiplicity is 2. As for the highest occupied orbital energy (spin up / spin down): -12.43 / -12.43 eV. The value obtained for the energy relative to the best compared isomer or geometry (same formula, charge and spin) is 4.91 kJ/mol. As for the frontier orbital gap (spin up / spin down): 7.160 / 4.037 eV. The net charge is +2.

Record 4
# C5H8S

An isolated molecule of C5H8S (ωB97M-V/def2-TZVPD, the Open Molecules 2025 dataset).

XYZ file:
```
14
C5H8S, DFT ωB97M-V/def2-TZVPD
C -0.00154 0.46557 -1.94632
C -0.87981 0.38355 -0.95701
C -0.75257 -0.47902 0.22907
C -1.80636 -0.68555 1.03557
S 0.77497 -1.32321 0.55738
C 1.86140 0.09102 0.95145
H -0.12433 1.13275 -2.79364
H 0.86913 -0.18554 -1.95972
H -1.77456 1.02151 -0.94843
H -1.70141 -1.32555 1.87506
H -2.76559 -0.20659 0.83527
H 1.53458 0.56111 1.90219
H 2.90058 -0.27769 1.08298
H 1.86550 0.82764 0.13616
```

The spin multiplicity is 1. As for the highest occupied orbital energy: -8.65 eV. The value obtained for the energy relative to the best compared isomer or geometry (same formula, charge and spin) is 94.97 kJ/mol. As for the SMILES: C=CC(=C)SC. As for the frontier orbital gap: 9.419 eV.

Record 5
# C27H45CoI2N8PS4Si2Te

A structure of composition C27H45CoI2N8PS4Si2Te (ωB97M-V/def2-TZVPD, the Open Molecules 2025 dataset).

XYZ file:
```
91
C27H45CoI2N8PS4Si2Te, DFT ωB97M-V/def2-TZVPD
Co 0.78031 1.23562 0.37859
I 2.75176 0.42515 2.17083
C 4.54540 1.63254 2.09393
I 5.46117 1.76203 0.17807
H 5.25908 1.18723 2.77605
H 4.25631 2.63436 2.38752
C -2.19935 -0.13685 6.78694
Si -0.78985 -0.71218 5.66731
C 0.56995 0.58598 5.65112
C -0.10970 -2.34345 6.32699
C -1.58274 -0.94595 3.95776
Te -0.27193 -1.35389 2.28655
C -0.20679 -3.47753 2.73513
Si -1.52548 -4.49513 1.82307
C -1.59218 -6.24396 2.52930
C -3.21060 -3.66774 2.01722
C -1.05272 -4.52170 -0.00216
H -1.84064 0.06808 7.79787
H -2.98330 -0.89321 6.86392
H -2.65794 0.77944 6.40900
H 1.05266 0.65330 6.62827
H 0.16343 1.56900 5.41330
H 1.33891 0.35041 4.91461
H 0.25277 -2.20451 7.34759
H 0.72524 -2.71642 5.73016
H -0.88022 -3.11710 6.35719
H -2.16588 -0.06347 3.68904
H -2.26971 -1.79377 3.97744
H -0.30562 -3.56125 3.81779
H 0.79559 -3.81691 2.46950
H -1.91489 -6.24255 3.57215
H -0.62098 -6.73999 2.48160
H -2.30220 -6.85137 1.96445
H -3.57897 -3.73670 3.04334
H -3.95495 -4.13136 1.36772
H -3.14520 -2.61102 1.74899
H -0.01901 -4.84471 -0.14626
H -1.16073 -3.52164 -0.42602
H -1.69339 -5.19334 -0.57581
S -1.80207 6.31024 -3.54831
C -1.71943 4.69981 -3.19425
S -1.90905 4.07825 -1.57613
C -1.51886 2.44614 -2.14448
N -1.31606 2.41359 -3.41438
N -1.43661 3.64168 -4.01051
C -1.25231 3.66094 -5.42705
C -2.00724 4.48405 -6.25417
C -1.82981 4.41854 -7.62737
C -0.91761 3.53348 -8.18011
C -0.16366 2.71802 -7.35013
C -0.32716 2.77917 -5.97640
S -1.49200 1.08015 -1.11615
H -2.72631 5.16471 -5.83237
H -2.42075 5.06288 -8.26481
H -0.79908 3.47644 -9.25447
H 0.55826 2.02993 -7.77020
H 0.26838 2.15083 -5.32953
C 1.20629 -1.02799 -4.36102
N 2.20851 -0.01786 -4.02919
C 3.47349 -0.68200 -3.73427
N 3.36501 -1.67592 -2.67098
C 2.34675 -2.65054 -3.04110
N 1.05194 -2.04384 -3.32329
C 0.43965 -1.49327 -2.12618
P 1.46244 -0.13008 -1.36174
C 1.77503 0.82795 -2.92545
C 3.08610 -1.06045 -1.37910
H 1.51415 -1.52442 -5.28455
H 0.24273 -0.54071 -4.52479
H 4.21509 0.06817 -3.45241
H 3.81014 -1.18974 -4.64112
H 2.23022 -3.37184 -2.22887
H 2.68410 -3.17770 -3.93649
H 0.31159 -2.28936 -1.38778
H -0.54285 -1.09239 -2.36557
H 2.53695 1.58554 -2.72557
H 0.85182 1.33278 -3.20312
H 3.07572 -1.83211 -0.60329
H 3.88997 -0.36081 -1.14407
S 1.61137 3.24186 -0.47615
C 2.23242 3.83353 0.94007
N 2.66213 4.24656 1.93530
N -1.86719 1.95787 1.80176
C -2.41654 2.73048 2.74772
C -1.38299 3.26725 3.48596
C -0.22220 2.76064 2.89346
N -0.52938 1.96638 1.87110
H -2.30016 1.49963 1.00386
H -3.48309 2.84870 2.83558
H -1.45143 3.94722 4.31645
H 0.80598 2.95217 3.15558
```

The spin multiplicity is 4. As for the highest occupied orbital energy (spin up / spin down): -7.33 / -7.43 eV. The value obtained for the energy relative to the best compared isomer or geometry (same formula, charge and spin) is 0.00 kJ/mol. As for the frontier orbital gap (spin up / spin down): 6.929 / 6.541 eV.

What did the first record say?
# C13H14N4O4PRuS2

A structure of composition C13H14N4O4PRuS2 (ωB97M-V/def2-TZVPD, the Open Molecules 2025 dataset).

XYZ file:
```
39
C13H14N4O4PRuS2, DFT ωB97M-V/def2-TZVPD
Ru -0.42721 0.02194 -0.02633
C -1.84259 0.00943 3.57964
C -0.39885 -0.00812 3.23568
N 0.14098 -0.01086 2.02490
C 1.50694 -0.03296 2.18171
C 1.80694 -0.04344 3.50448
N 0.59422 -0.02749 4.14349
C 3.05266 -0.06751 4.32721
O 4.20338 -0.08193 3.68268
O 2.94401 -0.07183 5.52277
C 2.32631 -0.04124 0.96244
O 3.53365 -0.05737 0.96889
O 1.58473 -0.02271 -0.14004
H -2.43926 0.02046 2.67104
H -2.08917 0.89272 4.16905
H -2.11153 -0.87243 4.16140
H 0.51583 -0.03233 5.15301
H 4.08721 -0.07609 2.70141
S -2.04487 -1.40769 -0.05386
C -3.51755 -0.64948 -0.13800
C -4.72862 -1.41024 -0.22965
N -5.69351 -2.02994 -0.29361
C -3.50391 0.75739 -0.10434
S -2.01636 1.48165 0.00815
C -4.70004 1.54481 -0.16043
N -5.65245 2.18560 -0.19770
C 0.68310 -1.54047 -2.85557
P -0.09360 0.00337 -2.34213
C -1.56187 0.19241 -3.37629
C 1.03686 1.31367 -2.84223
H 0.88308 -1.51708 -3.92754
H 0.03616 -2.38846 -2.63190
H 1.62322 -1.65866 -2.31695
H -1.27290 0.13350 -4.42643
H -2.02968 1.15935 -3.19315
H -2.28231 -0.59858 -3.16659
H 1.21008 1.26045 -3.91778
H 1.97754 1.18819 -2.31001
H 0.61872 2.28934 -2.59497
```

The spin multiplicity is 1. As for the highest occupied orbital energy: -13.26 eV. The value obtained for the energy relative to the best compared isomer or geometry (same formula, charge and spin) is 0.00 kJ/mol. As for the frontier orbital gap: 6.816 eV. The net charge is +1.

- Among the records above, which one has the highest energy relative to the best compared isomer or geometry (same formula, charge and spin)?
  C3H8NO

- Which formula does entry 5 have?
  C27H45CoI2N8PS4Si2Te